# 1
C11H25O11V as an isolated structure, computed with ωB97M-V/def2-TZVPD.

Each line ends with the Mulliken charge.
Atoms and positions in Å:
O: 1.07 0.69 1.39  -0.83
V: 1.29 -0.88 1.69  1.60
O: -0.03 -1.70 1.35  -0.80
C: 5.26 -2.85 3.24  0.79
O: 4.35 -3.57 2.93  -0.53
O: 6.10 -3.33 4.00  -0.63
O: 5.15 -1.67 2.94  -0.59
O: -0.70 -1.22 7.98  -0.48
C: 0.30 -1.43 7.11  0.65
O: 0.24 -0.83 6.01  -0.74
O: 1.15 -2.27 7.33  -0.72
H: -0.89 -0.41 7.50  0.30
C: -4.62 -5.12 -0.40  -1.34
C: -5.92 -4.44 -0.59  0.71
C: -6.09 -3.12 0.14  -1.32
O: -6.11 -4.19 -1.97  -0.56
H: -3.78 -4.68 -0.94  0.34
H: -4.68 -6.15 -0.75  0.38
H: -4.34 -5.11 0.66  0.34
H: -6.73 -5.11 -0.29  0.12
H: -6.01 -3.35 1.20  0.36
H: -6.98 -2.53 -0.06  0.33
H: -5.25 -2.46 -0.09  0.32
H: -5.96 -5.04 -2.41  0.31
C: 2.21 7.54 1.24  -1.20
C: 1.72 7.80 -0.19  0.38
C: 0.36 7.22 -0.50  -1.22
O: 1.69 9.18 -0.36  -0.57
H: 1.44 7.73 1.98  0.31
H: 3.04 8.24 1.41  0.32
H: 2.57 6.51 1.19  0.36
H: 2.45 7.45 -0.93  0.28
H: 0.19 7.63 -1.50  0.32
H: -0.42 7.62 0.16  0.31
H: 0.23 6.14 -0.55  0.37
H: 0.99 9.61 0.15  0.33
C: 1.25 -2.71 -3.94  -1.37
C: 2.61 -2.02 -3.99  0.49
C: 2.56 -0.84 -4.98  -1.26
O: 2.86 -1.65 -2.68  -0.50
H: 0.90 -3.04 -4.92  0.38
H: 0.48 -2.05 -3.53  0.34
H: 1.25 -3.63 -3.35  0.33
H: 3.43 -2.67 -4.30  0.30
H: 2.06 0.02 -4.54  0.33
H: 1.98 -1.07 -5.87  0.33
H: 3.56 -0.63 -5.37  0.33
H: 3.82 -1.62 -2.59  0.30

Calculated values
Relative energy (zero: lowest compared OMol25 entry of this formula, charge and spin) in kcal per mole: 188.21
Spin multiplicity: 1
Net charge: -2
LUMO in Ha: 0.08890

=====

# 2
A 2-piece molecular cluster, C4H12O overall, computed with ωB97M-V/def2-TZVPD.

Each line ends with the Mulliken charge.
Atoms and positions in Å:
C: 0.25 1.93 -0.24  -1.31
C: -0.72 0.85 0.27  -0.48
C: -0.04 -0.11 1.25  -0.27
C: -0.74 -1.45 1.38  -1.25
H: 0.33 2.67 0.56  0.37
H: -0.07 2.39 -1.17  0.31
H: 1.22 1.47 -0.45  0.34
H: -1.19 0.22 -0.49  0.37
H: -1.57 1.39 0.70  0.36
H: 0.10 0.40 2.20  0.35
H: 0.99 -0.25 0.92  0.27
H: -1.81 -1.33 1.19  0.32
H: -0.74 -1.80 2.42  0.34
H: -0.39 -2.23 0.71  0.29
O: 1.10 -1.06 -2.16  -0.62
H: 1.04 -0.15 -2.48  0.30
H: 0.65 -1.61 -2.83  0.31

Calculated values
Relative energy (zero: lowest compared OMol25 entry of this formula, charge and spin) in kcal per mole: 4.89
SMILES: CCCC.O
Spin multiplicity: 1
LUMO in Ha: 0.03112

=====

# 3
C22H22N2O7S in the gas phase, computed with ωB97M-V/def2-TZVPD.

Each line ends with the Mulliken charge.
Atoms and positions in Å:
C: -5.89 -4.69 4.20  -0.95
O: -4.83 -3.95 3.65  -0.37
C: -4.54 -2.75 4.19  0.85
C: -5.19 -2.16 5.26  -0.35
C: -4.79 -0.91 5.74  -0.93
C: -3.75 -0.23 5.17  -0.90
C: -3.07 -0.80 4.08  0.90
C: -1.97 -0.17 3.42  -0.43
C: -1.34 -0.76 2.37  -0.36
C: -0.19 -0.02 1.75  0.57
O: 0.12 1.08 2.17  -0.72
N: 0.42 -0.68 0.74  0.06
C: 1.52 -0.28 -0.02  0.59
C: 2.19 0.93 0.17  -0.46
C: 3.27 1.24 -0.62  -0.52
C: 3.68 0.36 -1.60  0.18
S: 5.04 0.78 -2.67  1.34
O: 5.84 1.81 -2.06  -0.70
O: 5.68 -0.42 -3.12  -0.76
N: 4.25 1.39 -4.02  -0.18
C: 4.04 2.82 -4.09  -1.05
C: 2.54 3.18 -4.05  0.20
C: 1.72 2.50 -5.15  -0.77
C: 0.39 2.23 -4.46  -0.63
C: 0.87 1.92 -3.04  -0.17
O: 1.96 2.79 -2.81  -0.36
C: 3.03 -0.84 -1.80  -0.84
C: 1.95 -1.17 -1.01  -0.87
C: -1.79 -2.07 1.90  0.85
O: -1.31 -2.70 0.98  -0.81
O: -2.84 -2.63 2.55  -0.35
C: -3.46 -2.05 3.60  -0.08
H: -5.94 -5.61 3.61  0.23
H: -5.70 -4.95 5.25  0.38
H: -6.85 -4.16 4.12  0.38
H: -6.01 -2.66 5.74  0.41
H: -5.32 -0.48 6.58  0.39
H: -3.44 0.74 5.54  0.45
H: -1.62 0.80 3.75  0.57
H: 0.02 -1.59 0.50  0.21
H: 1.85 1.61 0.94  0.53
H: 3.81 2.17 -0.50  0.48
H: 4.62 0.97 -4.86  0.32
H: 4.47 3.25 -4.99  0.42
H: 4.53 3.26 -3.22  0.42
H: 2.46 4.28 -4.11  0.32
H: 1.62 3.14 -6.03  0.42
H: 2.20 1.57 -5.43  0.25
H: -0.16 1.40 -4.90  0.36
H: -0.24 3.12 -4.46  0.28
H: 0.12 2.10 -2.27  0.35
H: 1.21 0.87 -2.97  0.02
H: 3.39 -1.51 -2.57  0.43
H: 1.43 -2.11 -1.15  0.41

Calculated values
Relative energy (zero: lowest compared OMol25 entry of this formula, charge and spin) in kcal per mole: 1.55
SMILES: COc1cccc2cc(C(=O)Nc3ccc(S(=O)(=O)NC[C@H]4CCCO4)cc3)c(=O)oc12
Spin multiplicity: 1
LUMO in Ha: -0.02999